[1]
ORCA calculation (wB97M-V/def2-TZVPD) on C2H6N2O in the gas phase at a distorted geometry.

```
11
Properties=species:S:1:pos:R:3:nbo_charge:R:1
O -1.469 0.828 -1.526 -0.71
N 0.988 -1.130 0.322 -0.22
N 1.459 -0.215 1.251 -0.65
C -0.034 -0.788 -0.383 -0.02
C -0.767 0.524 -0.325 -0.15
H 0.744 0.318 1.720 0.34
H -1.583 0.513 0.426 0.20
H -0.089 1.373 -0.054 0.18
H 2.007 -0.725 1.941 0.37
H -0.873 0.825 -2.282 0.47
H -0.385 -1.523 -1.091 0.19
```

Summary:
maximum force = 1.26 eV/A
E_LUMO = 0.03391 Eh
E_tot = -7197.3744 eV


[2]
ORCA calculation (wB97M-V/def2-TZVPD) on a molecular structure, C18H20KN3O3S2 at a distorted geometry.

```
47
Properties=species:S:1:pos:R:3:nbo_charge:R:1
K -0.279 -0.132 -0.813 0.90
S -0.023 -3.162 -1.433 -0.67
S -3.026 -1.453 -0.791 -0.63
O 0.531 2.010 -1.658 -0.78
O -3.981 0.834 0.854 -0.80
O 0.844 3.556 -3.618 -0.71
N 2.179 1.906 -0.009 -0.50
N -0.240 -0.726 2.076 -0.41
N 1.334 1.087 0.709 -0.25
C -2.598 -3.109 -0.268 -0.22
C 1.889 0.293 1.524 0.00
C -1.293 -5.184 0.002 -0.65
C 2.489 3.352 -1.881 -0.23
C 1.634 2.354 -1.128 0.59
C 3.733 3.755 -1.407 -0.15
C -1.441 -3.764 -0.534 -0.17
C 1.675 -1.480 3.271 -0.25
C 2.020 3.902 -3.087 0.43
C 1.066 -0.664 2.330 0.17
C 2.800 4.841 -3.772 -0.32
C -3.862 1.727 -0.225 -0.24
C -0.453 -2.483 3.674 -0.28
C -0.980 -1.621 2.717 0.08
C 4.510 4.683 -2.084 -0.29
C 4.029 5.225 -3.274 -0.20
C -3.668 -3.819 0.552 -0.64
C 0.896 -2.403 3.957 -0.18
H 4.622 5.951 -3.821 0.19
H 4.071 3.311 -0.479 0.23
H -0.387 -5.633 -0.401 0.22
H -4.348 1.335 -1.126 0.16
H 2.412 5.245 -4.699 0.20
H -3.698 -0.052 0.511 0.49
H -1.092 -3.211 4.157 0.21
H 5.475 4.980 -1.692 0.19
H -4.525 -3.160 0.687 0.22
H -2.821 1.972 -0.487 0.15
H -4.349 2.665 0.057 0.15
H 2.977 0.253 1.618 0.15
H -1.215 -5.199 1.099 0.18
H -2.023 -1.665 2.420 0.22
H -4.023 -4.740 0.072 0.18
H -3.306 -4.112 1.548 0.18
H 0.496 2.835 -3.013 0.51
H -2.143 -5.826 -0.257 0.18
H 1.350 -3.066 4.684 0.20
H 2.743 -1.409 3.438 0.20
```

Summary:
total charge = -2
maximum force = 1.53 eV/A
E_LUMO = 0.16401 Eh
E_tot = -67600.2362 eV


[3]
ORCA calculation (wB97M-V/def2-TZVPD) on C10H11O3P in the gas phase at a distorted geometry.

```
25
Properties=species:S:1:pos:R:3:nbo_charge:R:1
P 0.160 1.574 -0.091 2.23
O 1.216 1.278 0.938 -1.04
O -0.349 2.846 -0.598 -1.02
O 2.016 -2.019 -1.422 -0.67
C 0.944 -1.002 0.485 -0.07
C -2.180 -0.753 2.318 -0.25
C -2.886 0.269 1.488 -0.19
C -0.955 -1.181 1.918 -0.14
C -0.338 -0.788 0.690 -0.13
C -1.020 0.122 -0.204 -0.61
C 1.801 -0.815 -0.714 -0.02
C 1.471 0.180 -1.782 -0.27
C 2.242 1.241 -1.987 -0.29
C -2.277 0.724 0.343 -0.21
H -3.854 0.665 1.733 0.22
H 3.028 1.579 -1.348 0.21
H -0.243 -1.708 2.526 0.21
H 1.376 -1.531 1.353 0.21
H -2.891 1.328 -0.356 0.23
H 2.678 -0.447 -0.209 0.21
H -2.626 -0.999 3.294 0.22
H 1.214 -2.190 -1.896 0.46
H 0.566 0.142 -2.472 0.22
H 2.081 1.826 -2.815 0.20
H -1.174 -0.341 -1.190 0.26
```

Summary:
maximum force = 3.10 eV/A
E_LUMO = -0.01312 Eh
E_tot = -25976.7226 eV


[4]
ORCA calculation (wB97M-V/def2-TZVPD) on 2 unconnected molecules or ions with the total composition C5H11NO2 at a distorted geometry.

```
19
Properties=species:S:1:pos:R:3:nbo_charge:R:1
O 3.143 1.341 0.560 -0.91
O -1.637 1.759 -2.002 -0.47
N -1.014 -0.380 -2.041 -0.83
C -1.244 0.810 -1.377 0.65
C -0.025 0.390 0.857 -0.50
C -1.390 0.753 0.125 -0.44
C -0.069 -0.996 1.327 0.09
C 0.574 -2.076 0.729 -0.07
H -1.843 1.665 0.501 0.28
H 2.782 1.379 -0.334 0.47
H -0.664 -1.095 2.235 0.24
H 0.270 -3.102 0.899 0.24
H 0.815 0.540 0.201 0.24
H -2.079 -0.070 0.327 0.24
H 1.298 -1.961 -0.068 0.22
H 0.021 1.013 1.760 0.29
H 2.418 1.466 1.174 0.46
H -1.005 -0.330 -3.048 0.42
H -0.350 -1.103 -1.824 0.38
```

Summary:
2S+1 = 2
total charge = +1
maximum force = 1.83 eV/A
E_LUMO (spin up / spin down) = -0.19847 / -0.34879 Eh
E_tot = -10938.0036 eV
<S²> = 0.76


[5]
ORCA calculation (wB97M-V/def2-TZVPD) on 5 unconnected molecules or ions with the total composition C19H44B2Cl8NOS at a distorted geometry.

```
76
Properties=species:S:1:pos:R:3:mulliken_charge:R:1
Cl -4.542 4.094 3.600 -0.16
Cl 1.171 -4.861 -3.672 -0.06
Cl -5.860 1.816 -1.463 -0.18
Cl 1.175 -5.529 0.046 -0.21
Cl 4.403 -5.913 1.093 -0.24
Cl -6.384 6.424 1.903 -0.18
Cl 2.977 -7.685 -3.060 -0.20
Cl -6.598 2.655 1.735 -0.09
S 2.324 -1.332 1.643 -0.35
O 1.326 -1.922 -2.120 -0.91
N 0.607 0.705 0.545 -0.09
C 3.973 0.921 0.166 -0.21
C -4.387 5.866 3.690 -0.44
C -0.587 2.733 -0.217 -1.32
C 3.838 -5.539 -0.562 -0.22
C -0.135 1.315 -0.531 -0.24
C -2.891 1.941 0.600 -0.73
C -1.010 -2.280 0.973 -1.19
C -7.629 1.730 0.616 -0.53
C -1.665 2.821 0.863 -0.10
C 2.902 0.271 -0.740 -0.90
C 1.275 -6.309 -4.701 -0.57
C -6.813 0.856 -0.304 -0.51
C -5.711 6.573 3.545 -0.46
C 5.431 3.057 0.285 -0.48
C 5.846 2.583 1.675 -1.12
C -0.530 -2.370 -0.477 -0.37
C 1.403 -7.575 -3.891 -0.41
C 4.814 1.965 -0.602 -0.62
C 2.610 -4.669 -0.578 0.55
B 1.608 -0.388 0.081 0.19
B 0.806 -1.577 -0.837 0.48
H 1.127 1.424 1.042 0.15
H 0.257 3.344 0.112 0.36
H 5.630 1.435 -1.098 0.29
H -0.309 -3.409 -0.717 0.22
H -0.337 -2.870 1.592 0.28
H -6.445 6.184 4.246 0.30
H -3.828 2.397 0.897 0.06
H -2.733 0.977 1.080 0.24
H -1.005 -1.265 1.359 0.14
H -1.039 0.744 -0.766 0.03
H 3.424 -0.493 -1.321 0.30
H 6.268 3.551 -0.207 0.40
H 4.655 -5.022 -1.064 0.40
H -7.474 0.216 -0.887 0.37
H 2.741 -0.375 2.493 0.05
H 6.395 1.644 1.627 0.27
H 1.334 -8.439 -4.551 0.35
H 6.508 3.310 2.146 0.37
H -8.287 1.110 1.223 0.29
H 0.422 1.370 -1.482 0.22
H 0.556 -1.937 -2.719 0.23
H -3.685 6.178 2.920 0.30
H -0.960 3.207 -1.129 0.36
H 2.585 1.067 -1.424 0.14
H -3.959 6.095 4.664 0.31
H 2.119 -6.184 -5.375 0.32
H 3.649 -6.478 -1.075 -0.02
H 2.742 -3.767 0.018 -0.06
H 3.486 1.402 1.014 0.15
H -6.123 0.228 0.254 0.32
H -2.954 1.723 -0.465 0.30
H -1.995 -2.735 1.086 0.39
H -1.342 -2.064 -1.152 0.40
H -8.237 2.436 0.055 0.30
H 0.360 -6.345 -5.291 0.28
H 4.206 2.406 -1.388 0.35
H 2.381 -4.375 -1.602 -0.27
H -2.010 3.859 0.888 0.27
H 0.622 -7.647 -3.139 0.29
H -5.576 7.637 3.736 0.33
H -1.252 2.630 1.850 0.26
H 4.668 0.154 0.486 0.36
H 4.990 2.465 2.327 0.29
H 4.677 3.834 0.434 0.20
```

Summary:
total charge = -1
maximum force = 1.27 eV/A
E_LUMO = 0.07845 Eh
E_tot = -136325.9438 eV


[6]
ORCA calculation (wB97M-V/def2-TZVPD) on C2H8Cl2OSi2 in the gas phase at a distorted geometry.

```
15
Properties=species:S:1:pos:R:3:nbo_charge:R:1
Cl 2.582 1.672 0.903 -0.38
Cl 2.936 -1.580 0.580 -0.38
Si 2.408 0.086 -0.465 1.57
Si -0.752 -0.263 -0.589 1.66
O 0.809 -0.139 -0.935 -1.28
C -1.083 -1.501 0.844 -1.13
C -1.280 1.535 -0.042 -1.12
H 3.147 0.162 -1.691 -0.19
H -1.170 -0.624 -2.023 -0.21
H -2.171 -1.707 0.889 0.24
H -1.107 2.305 -0.981 0.24
H -0.576 -2.463 0.738 0.25
H -0.603 1.871 0.761 0.24
H -0.788 -1.044 1.851 0.25
H -2.354 1.690 0.160 0.24
```

Summary:
maximum force = 4.26 eV/A
E_LUMO = 0.02657 Eh
E_tot = -45056.6518 eV